[1]
82
Properties=species:S:1:pos:R:3 method="wB97M-V/def2-TZVPD" charge=0 energy_ev=-159237.23310 homo_ev=-7.40 molar_mass_g_mol=875.9 e_above_lowest_kj_mol=77.1 fmax_ha_per_bohr=0.022 homo_lumo_gap_ha=0.251
Zr -0.19 0.08 0.13
S -2.00 -1.98 0.61
C -1.43 -3.61 0.40
C -2.37 -4.64 0.24
C -1.97 -5.95 0.07
C -0.62 -6.29 0.06
C 0.32 -5.29 0.22
C -0.07 -3.97 0.40
S 1.19 -2.73 0.59
C 1.24 -2.64 2.43
C 1.89 -1.35 2.84
C 3.26 -1.27 3.05
C 3.80 -0.04 3.39
C 2.95 1.04 3.59
C 1.59 0.86 3.37
C 0.60 1.97 3.62
S -0.10 2.64 2.06
C 1.37 3.35 1.35
C 2.26 4.10 2.11
C 3.42 4.60 1.55
C 3.67 4.38 0.20
C 2.76 3.68 -0.57
C 1.59 3.17 -0.02
S 0.38 2.43 -1.04
N 1.08 -0.30 2.94
H -3.42 -4.37 0.24
H -2.72 -6.72 -0.06
H -0.31 -7.31 -0.09
H 1.38 -5.52 0.20
H 1.81 -3.50 2.79
H 0.21 -2.69 2.77
H 3.89 -2.14 2.92
H 4.87 0.07 3.50
H 3.33 2.00 3.91
H 1.05 2.78 4.19
H -0.26 1.60 4.16
H 2.05 4.29 3.16
H 4.11 5.17 2.15
H 4.58 4.76 -0.25
H 2.94 3.52 -1.63
N -4.19 1.91 0.56
C -4.03 2.30 -0.75
C -4.81 3.08 -1.59
C -4.34 3.26 -2.87
C -3.13 2.70 -3.29
C -2.35 1.94 -2.45
C -2.81 1.74 -1.15
N -2.25 1.03 -0.08
C -3.12 1.16 0.91
C -2.97 0.54 2.20
C -3.95 0.30 3.11
S -3.31 -0.53 4.45
C -1.76 -0.49 3.70
N -1.73 0.08 2.55
H -4.95 2.17 1.16
H -5.74 3.52 -1.25
H -4.92 3.85 -3.57
H -2.80 2.86 -4.31
H -1.41 1.52 -2.76
H -5.01 0.52 3.05
H -0.90 -0.92 4.19
N 1.89 0.23 0.31
C 3.05 0.20 0.12
N 4.27 0.22 -0.11
C 5.31 -0.31 0.49
N 6.26 -0.74 0.99
C -1.45 -0.01 -4.79
Ge 0.04 -0.85 -3.79
C 0.01 -2.72 -4.44
C 1.71 -0.02 -4.45
C 0.01 -1.01 -1.83
H -1.48 -0.47 -5.78
H -1.31 1.06 -4.93
H -2.42 -0.18 -4.32
H 0.19 -2.76 -5.52
H -0.96 -3.17 -4.24
H 0.77 -3.33 -3.94
H 1.72 -0.05 -5.54
H 2.58 -0.58 -4.09
H 1.81 1.01 -4.12
H 1.01 -1.43 -1.68
H -0.68 -1.85 -1.68

---

[2]
25
Properties=species:S:1:pos:R:3 method="wB97M-V/def2-TZVPD" charge=0 energy_ev=-12075.12539 homo_ev=-9.10 molar_mass_g_mol=141.2 e_above_lowest_kj_mol=232.4 fmax_ha_per_bohr=0.048 homo_lumo_gap_ha=0.368
C -1.74 -0.62 2.15
C 1.14 -0.78 0.20
C -1.02 0.05 3.06
C 2.40 -0.95 -0.66
O -2.22 -0.12 1.00
H -2.01 0.82 0.93
H -1.94 -1.69 2.23
H 0.45 -1.60 0.01
H 1.43 -0.79 1.26
H 0.68 1.29 1.68
H -0.97 1.13 3.05
H -0.81 -0.40 4.01
H 2.91 -1.87 -0.39
H 2.14 -0.98 -1.72
H 3.08 -0.12 -0.50
C -0.86 -0.49 -2.03
C -0.15 0.71 -1.47
C -0.13 1.89 -2.09
C 0.49 0.59 -0.14
N 0.44 1.55 0.66
H -0.16 -1.30 -2.24
H -1.36 -0.22 -2.96
H -1.60 -0.85 -1.32
H -0.53 2.01 -3.08
H 0.34 2.74 -1.63

---

[3]
79
Properties=species:S:1:pos:R:3 method="wB97M-V/def2-TZVPD" charge=0 energy_ev=-53492.70229 homo_ev=-4.57 molar_mass_g_mol=505.3 fmax_ha_per_bohr=0.034 homo_lumo_gap_ha=0.139
C -5.08 -1.54 -1.22
C -3.96 -0.91 -0.84
C -3.56 -0.89 0.61
C -2.53 0.22 1.05
S -3.34 1.17 2.43
C -1.38 -0.49 1.82
C -0.58 0.36 2.81
O 0.76 -0.09 2.93
C 0.99 -0.95 4.05
C 2.31 -1.71 3.90
O 2.13 -3.12 3.90
C 1.68 -3.63 2.66
C 2.83 -3.84 1.67
N -0.48 -1.19 0.85
C -0.51 -0.73 -0.58
B 0.84 -1.22 -1.31
O 1.99 -0.95 -0.67
C 0.78 -1.94 -2.71
C 2.14 -2.06 -3.41
C -0.79 0.80 -0.69
C 0.45 1.54 -0.15
B 0.35 3.01 0.43
O -0.48 3.31 1.50
O 1.11 4.03 -0.13
O -0.99 0.91 -2.09
C -0.37 1.98 -2.82
C 0.98 1.56 -3.42
C 2.19 2.44 -3.07
N -2.06 1.06 -0.01
C -2.73 2.30 -0.32
C -4.20 2.21 -0.66
N -5.12 2.82 -0.06
H -5.10 -2.28 -2.02
H -6.01 -1.37 -0.70
H -3.33 -0.37 -1.55
H -3.16 -1.90 0.79
H -4.47 -0.85 1.20
H -4.62 1.01 2.07
H -1.90 -1.26 2.39
H -1.07 0.29 3.79
H -0.57 1.42 2.55
H 1.03 -0.34 4.96
H 0.18 -1.69 4.17
H 2.85 -1.37 3.01
H 2.94 -1.52 4.77
H 1.22 -4.59 2.88
H 0.92 -2.97 2.23
H 2.86 -3.05 0.92
H 3.77 -3.78 2.22
H 2.78 -4.82 1.20
H -0.75 -2.17 0.85
H 0.50 -1.18 1.17
H -1.33 -1.25 -1.08
H 2.65 -1.66 -0.72
H 0.12 -1.31 -3.31
H 0.31 -2.93 -2.62
H 2.50 -1.10 -3.77
H 2.92 -2.50 -2.79
H 2.03 -2.70 -4.29
H 1.25 1.55 -0.88
H 0.87 0.94 0.67
H -0.84 4.20 1.42
H 0.57 4.72 -0.53
H -0.26 2.92 -2.27
H -1.06 2.21 -3.63
H 0.89 1.60 -4.51
H 1.19 0.52 -3.18
H 2.91 2.32 -3.87
H 1.92 3.50 -3.07
H 2.65 2.12 -2.14
H -2.65 3.02 0.50
H -2.24 2.79 -1.17
H -4.50 1.60 -1.51
H -4.73 3.37 0.72
C 4.70 0.88 -0.29
O 5.03 0.50 -1.53
H 5.31 0.43 0.54
H 4.75 1.98 -0.07
H 3.64 0.63 0.03

---

[4]
27
Properties=species:S:1:pos:R:3 method="wB97M-V/def2-TZVPD" charge=+1 energy_ev=-18007.22788 homo_ev=-12.73 molar_mass_g_mol=202.2 e_above_lowest_kj_mol=63.8 fmax_ha_per_bohr=0.030 homo_lumo_gap_ha=0.333
C -4.12 1.68 -0.25
C -3.66 1.64 0.86
C 3.96 0.66 0.01
C -0.31 1.46 -0.22
C 1.37 0.07 0.03
C 1.88 1.37 -0.12
C 2.33 -0.97 0.18
C -1.82 -1.04 -1.16
C -0.96 -1.66 1.13
C -0.95 -0.89 0.05
N 3.16 1.70 -0.14
N 3.61 -0.60 0.16
N 0.80 2.20 -0.27
N -0.01 0.18 -0.04
N 2.06 -2.26 0.33
H -4.56 1.72 -1.20
H 5.03 0.86 0.00
H -1.32 1.83 -0.28
H -1.21 -1.15 -2.05
H -2.46 -0.18 -1.28
H -2.45 -1.93 -1.06
H -1.65 -2.48 1.22
H -0.31 -1.48 1.97
H 1.13 -2.64 0.32
H 0.86 3.20 -0.40
H -3.26 1.61 1.83
H 2.85 -2.89 0.39

---

[5]
23
Properties=species:S:1:pos:R:3 method="wB97M-V/def2-TZVPD" charge=+1 energy_ev=-12486.24822 homo_ev=-10.96 molar_mass_g_mol=141.2 e_above_lowest_kj_mol=558.6 fmax_ha_per_bohr=0.064 homo_lumo_gap_ha=0.233
C -2.31 1.23 0.14
C -2.84 0.32 0.99
C -1.78 0.45 -0.99
C 1.87 -1.51 1.54
C 2.22 -0.60 -0.68
C 1.29 0.82 0.86
C -0.80 0.82 -1.80
N -2.11 -0.92 -0.70
N 1.88 -0.54 0.73
O -2.71 -0.94 0.58
H -2.16 2.29 0.22
H -3.43 0.62 1.81
H 2.38 -2.44 1.29
H 1.35 -1.55 2.48
H -2.54 -1.50 -1.41
H 1.36 -0.21 -1.30
H 3.11 -0.07 -1.04
H 2.50 -1.66 -0.92
H 1.98 1.56 0.40
H 0.36 0.80 0.28
H 1.20 1.10 1.84
H -0.49 0.17 -2.67
H -0.33 1.77 -1.63

---

[6]
11
Properties=species:S:1:pos:R:3 method="wB97M-V/def2-TZVPD" charge=0 energy_ev=-11615.55044 homo_ev=-9.85 molar_mass_g_mol=113.1 e_above_lowest_kj_mol=509.4 fmax_ha_per_bohr=0.144 homo_lumo_gap_ha=0.333
C -0.24 2.01 0.49
C 0.51 -1.37 -0.76
H -1.33 3.17 1.34
H 0.21 3.00 -0.14
H 1.69 0.41 -1.07
N -1.31 2.19 1.32
N 0.23 0.62 0.17
N -0.60 -0.24 0.98
N -0.31 -1.40 0.49
N 0.69 -0.04 -1.02
O 0.87 -2.29 -1.52

---

[7]
61
Properties=species:S:1:pos:R:3 method="wB97M-V/def2-TZVPD" charge=0 energy_ev=-44825.27883 homo_ev="-7.86 / -9.11" molar_mass_g_mol=652.7 e_above_lowest_kj_mol=0.0 fmax_ha_per_bohr=0.005 homo_lumo_gap_ha="0.304 / 0.271" s_squared=6.0144 multiplicity=5
Ir -0.64 1.99 -0.32
C 1.81 2.17 2.03
N 1.55 2.55 0.64
C 2.59 2.00 -0.24
C 1.49 4.02 0.51
C 0.95 4.42 -0.83
C 1.42 5.54 -1.50
C 0.89 5.90 -2.73
C -0.11 5.13 -3.31
C -0.58 4.00 -2.65
C -0.06 3.64 -1.40
H 2.77 2.59 2.35
H 1.85 1.08 2.08
H 1.01 2.53 2.66
H 3.57 2.41 0.03
H 2.38 2.25 -1.28
H 2.60 0.92 -0.13
H 2.47 4.47 0.70
H 0.81 4.38 1.30
H 2.21 6.14 -1.06
H 1.26 6.77 -3.25
H -0.52 5.39 -4.27
H -1.35 3.39 -3.12
N -2.99 1.51 -0.07
N -3.25 1.32 1.29
C -2.17 1.45 2.18
O -2.28 1.02 3.31
O -1.14 2.08 1.69
H -3.57 2.26 -0.44
H -3.12 0.68 -0.65
H -3.92 0.61 1.54
O -2.09 -0.18 -2.24
C -1.24 -0.73 -1.56
N -1.03 -2.08 -1.48
C -0.21 -2.39 -0.31
C 0.36 -0.99 0.00
O 1.25 -0.78 0.78
N -0.35 -0.07 -0.72
C -1.13 -2.82 0.84
C -1.48 -1.97 1.87
C -2.40 -2.36 2.83
C -2.98 -3.62 2.77
C -2.62 -4.49 1.74
C -1.70 -4.10 0.79
C 0.90 -3.39 -0.59
C 1.21 -3.78 -1.89
C 2.26 -4.66 -2.11
C 3.00 -5.15 -1.05
C 2.69 -4.76 0.24
C 1.64 -3.88 0.47
H -1.80 -2.68 -1.73
H -1.02 -0.99 1.97
H -2.66 -1.67 3.62
H -3.69 -3.93 3.51
H -3.05 -5.48 1.69
H -1.40 -4.77 -0.01
H 0.64 -3.38 -2.71
H 2.49 -4.96 -3.13
H 3.81 -5.84 -1.23
H 3.27 -5.14 1.08
H 1.40 -3.57 1.48

---

[8]
16
Properties=species:S:1:pos:R:3 method="wB97M-V/def2-TZVPD" charge=+1 energy_ev=-9877.79774 homo_ev=-13.96 molar_mass_g_mol=110.1 e_above_lowest_kj_mol=249.2 fmax_ha_per_bohr=0.087 homo_lumo_gap_ha=0.265
C 2.33 1.18 0.05
C -2.71 1.71 -0.17
C -1.44 2.01 0.16
C -0.19 -0.17 0.07
C -0.52 1.01 0.15
C 2.84 -1.34 0.12
N 2.28 -0.02 0.00
O 2.28 2.32 0.00
H -3.43 2.54 -0.43
H -3.00 0.64 -0.35
H -1.20 3.04 0.43
H -0.10 -0.78 0.97
H 0.19 -0.69 -0.78
H 2.76 -1.79 -0.82
H 3.87 -1.18 0.40
H 2.30 -1.90 0.88

---

[9]
55
Properties=species:S:1:pos:R:3 method="wB97M-V/def2-TZVPD" charge=+2 energy_ev=-61769.31549 homo_ev=-12.69 molar_mass_g_mol=784.4 e_above_lowest_kj_mol=0.0 fmax_ha_per_bohr=0.014 homo_lumo_gap_ha=0.201
Au -0.38 0.03 -0.05
N -2.97 3.14 0.23
C -2.29 3.53 1.36
C -1.30 2.61 1.55
N -1.40 1.68 0.56
C -2.40 2.03 -0.24
C -2.60 1.21 -1.42
N -1.74 0.21 -1.60
C -2.07 -0.43 -2.76
C -3.15 0.21 -3.30
N -3.47 1.23 -2.44
H -3.75 3.64 -0.17
H -2.55 4.41 1.92
H -0.54 2.56 2.32
H -1.54 -1.29 -3.11
H -3.71 0.02 -4.19
H -4.23 1.88 -2.57
I 3.01 -7.57 -3.33
C 2.01 -5.94 -2.52
C 0.66 -6.04 -2.21
C 0.00 -4.96 -1.66
C 0.68 -3.76 -1.44
C 2.03 -3.66 -1.76
C 2.70 -4.75 -2.30
C -0.07 -2.63 -0.85
O -1.24 -2.71 -0.47
O 0.60 -1.50 -0.78
H 0.13 -6.97 -2.38
H -1.05 -5.03 -1.41
H 2.56 -2.74 -1.59
H 3.75 -4.68 -2.55
N 6.06 1.54 0.95
C 5.15 1.70 0.27
C 3.99 1.87 -0.57
C 4.05 2.58 -1.76
C 2.89 2.69 -2.51
C 1.73 2.10 -2.04
N 1.67 1.42 -0.89
C 2.79 1.31 -0.18
H 4.97 3.03 -2.09
H 2.88 3.23 -3.45
H 0.81 2.17 -2.61
H 2.74 0.74 0.74
S 0.52 -0.46 2.05
C -0.77 -1.38 2.78
N -0.85 -1.47 4.09
C -1.90 -2.42 4.51
C -2.46 -2.89 3.15
N -1.69 -2.10 2.18
H -0.20 -1.04 4.72
H -2.64 -1.92 5.12
H -1.46 -3.24 5.09
H -3.53 -2.69 3.06
H -2.30 -3.95 2.98
H -1.66 -2.30 1.17

---

[10]
14
Properties=species:S:1:pos:R:3 method="wB97M-V/def2-TZVPD" charge=0 energy_ev=-5780.80233 homo_ev=-7.54 molar_mass_g_mol=71.1 e_above_lowest_kj_mol=290.4 fmax_ha_per_bohr=0.085 homo_lumo_gap_ha=0.315
C -0.64 -2.38 -1.23
C -0.44 -1.44 -0.32
N 0.39 -0.32 -0.05
C -0.23 0.91 0.54
C 0.91 2.01 0.70
H -0.98 -3.37 -0.84
H -1.05 -2.41 -2.27
H -1.20 -1.49 0.45
H 1.20 -0.32 -0.55
H -0.55 0.67 1.55
H -1.05 1.35 -0.12
H 1.52 2.19 -0.23
H 1.68 1.55 1.43
H 0.44 3.05 0.94

---

[11]
86
Properties=species:S:1:pos:R:3 method="wB97M-V/def2-TZVPD" charge=0 energy_ev=-123710.98478 homo_ev=-8.64 molar_mass_g_mol=659.4 fmax_ha_per_bohr=0.093 homo_lumo_gap_ha=0.272
C -2.86 1.43 -0.95
C -3.26 -0.08 -0.55
C -2.37 -1.19 -1.35
N -1.12 -0.60 -1.93
N 0.02 -0.91 -1.19
C 0.05 -0.58 0.24
O 0.14 0.59 0.67
C -0.01 -2.00 0.94
C -0.43 -2.47 2.36
B -0.95 -1.41 3.46
N -0.98 0.08 3.35
O -1.44 -1.99 4.72
C -0.33 -4.02 2.62
C 0.15 -5.03 1.51
C 0.19 -6.61 1.84
C -1.28 -7.17 2.25
C -2.24 -7.37 0.99
O -1.89 -7.92 -0.08
O -3.61 -6.93 1.04
C 0.56 -4.53 0.09
C 1.08 -5.45 -1.10
C 2.65 -5.77 -0.77
C 3.54 -4.42 -0.68
Br 5.44 -4.83 -0.15
C 0.46 -3.01 -0.16
C 0.75 -2.14 -1.49
O 1.45 -2.43 -2.49
H -1.90 1.79 -0.46
H -2.73 1.57 -2.08
H -3.71 2.12 -0.61
H -3.20 -0.23 0.59
H -4.38 -0.18 -0.80
H -3.03 -1.49 -2.26
H -2.22 -2.15 -0.75
H -1.02 -1.05 -2.86
H -1.55 0.28 2.51
H 0.01 0.35 3.17
H -2.29 -2.46 4.56
H -0.63 -4.49 3.61
H 0.86 -6.83 2.75
H 0.52 -7.24 0.95
H -1.82 -6.44 2.96
H -1.16 -8.17 2.80
H -3.63 -6.15 1.65
H 0.54 -6.45 -1.10
H 1.06 -4.92 -2.12
H 2.65 -6.21 0.30
H 3.11 -6.49 -1.52
H 3.56 -3.85 -1.67
H 3.16 -3.70 0.13
C -0.89 4.87 0.71
C -1.89 5.45 -0.26
O -3.10 5.38 -0.08
N -1.40 6.08 -1.37
C -0.02 6.26 -1.76
H -1.42 4.40 1.54
H -0.29 4.10 0.21
H -0.25 5.65 1.10
H -2.12 6.44 -1.97
H 0.17 7.33 -1.84
H 0.13 5.79 -2.73
H 0.67 5.83 -1.04
C 0.11 7.76 3.79
C 1.17 6.71 3.66
O 1.23 5.96 2.69
N 2.09 6.60 4.66
C 2.18 7.38 5.87
H -0.55 7.73 2.92
H -0.49 7.58 4.68
H 0.57 8.75 3.84
H 2.77 5.87 4.50
H 3.16 7.87 5.89
H 2.11 6.70 6.72
H 1.40 8.13 5.94
C 1.55 -0.38 -4.54
C 0.55 0.19 -5.51
O -0.66 0.10 -5.32
N 1.02 0.80 -6.63
C 2.40 1.00 -7.03
H 1.03 -0.83 -3.71
H 2.16 -1.14 -5.03
H 2.19 0.42 -4.16
H 0.29 1.16 -7.24
H 2.58 2.07 -7.13
H 2.55 0.52 -8.00
H 3.10 0.58 -6.31

---

[12]
9
Properties=species:S:1:pos:R:3 method="wB97M-V/def2-TZVPD" charge=0 energy_ev=-8741.79780 homo_ev=-10.22 molar_mass_g_mol=85.1 e_above_lowest_kj_mol=321.6 fmax_ha_per_bohr=0.051 homo_lumo_gap_ha=0.402
O -0.50 1.40 -1.44
C -0.33 0.83 -0.23
N 0.12 1.37 0.86
O 0.58 0.27 1.59
C 0.40 -0.85 0.89
C -0.25 -0.60 -0.25
H -0.04 0.59 -1.80
H 0.80 -1.76 1.31
H -0.79 -1.25 -0.93